(1)
One molecule with the formula C3H6N2O, computed with ωB97M-V/def2-TZVPD.

ORCA input file:
```
! wB97M-V def2-TZVPD RIJCOSX def2/J DEFGRID3
* xyz 0 1
C -0.88183 -0.11263 0.00367
C 0.53607 -0.60661 -0.26113
C 1.63064 -0.24802 0.66971
H -0.20972 1.77295 -0.24308
H -1.93398 1.63618 0.01033
H -1.66464 -1.80656 -0.10733
H 0.62438 -1.52343 -0.92779
H 2.52822 -0.87683 0.77254
H 1.38924 0.37480 1.51101
N -0.98332 1.25803 0.14994
N -1.91753 -0.81682 0.06777
O 1.48289 0.39225 -0.62665
*
```

SMILES: [H]/N=C(/N)[C@@H]1CO1
Frontier orbital gap in hartree: 0.3818
LUMO level in eV: 1.0


(2)
One molecule with the formula C3H6N2O, computed with ωB97M-V/def2-TZVPD.

ORCA input file:
```
! wB97M-V def2-TZVPD RIJCOSX def2/J DEFGRID3
* xyz 0 1
C 1.11904 -0.51304 0.71833
N 0.11198 0.21641 -0.04091
C -1.14196 -0.31512 -0.31032
N -1.51286 -1.45597 0.09960
C 0.42977 1.45906 -0.54600
O 1.49062 2.01831 -0.39318
H 1.86729 0.21489 1.03524
H 1.60050 -1.27200 0.09408
H 0.66084 -0.99758 1.58262
H -1.75460 0.36738 -0.91013
H -2.46758 -1.62923 -0.21267
H -0.40303 1.90689 -1.11665
*
```

SMILES: [H]/N=C/N(C)C=O
Frontier orbital gap in hartree: 0.3909
LUMO level in eV: 0.8


Across the entries above, relative energy (zero: lowest compared OMol25 entry of this formula, charge and spin) takes the values 194.3; 77.6 kJ/mol, respectively.